Below is a 11-piece molecular cluster, C47H118N6O15 overall, with properties calculated with ωB97M-V/def2-TZVPD.

Computed properties:
Molecular weight ... 1007.488 g/mol
LUMO energy ... 0.453 eV
SMILES ... CC1(C)CCCC(C)(C)N1O.CC1(C)CCCC(C)(C)N1O.COCCNCCOC.COCCNCCOC.COCCNCCOC.COCCNCCOC.CO.CO.CO.CO.CO
Energy relative to the best compared isomer or geometry (same formula, charge and spin) ... 125.2 kJ/mol
Energy ... -3318.1571 hartree
Frontier orbital gap ... 0.315 Ha

Geometry as ORCA input:
```
! wB97M-V def2-TZVPD RIJCOSX def2/J DEFGRID3
* xyz 0 1
C -0.43 -0.16 1.32
C -0.12 0.03 -0.13
C -1.31 0.82 -0.78
C 1.12 0.95 -0.20
C 2.49 0.21 -0.15
C 2.56 -0.90 -1.14
C 1.43 -1.92 -1.04
C 1.43 -2.76 -2.35
C 1.64 -2.93 0.15
N 0.14 -1.22 -0.94
O -0.95 -2.09 -0.95
H -0.63 0.77 1.85
H -1.30 -0.82 1.33
H 0.34 -0.76 1.81
H -2.23 0.24 -0.82
H -1.51 1.77 -0.30
H -1.10 1.11 -1.81
H 1.15 1.67 -1.02
H 1.22 1.61 0.66
H 3.30 0.91 -0.34
H 2.76 -0.11 0.86
H 3.53 -1.35 -0.94
H 2.69 -0.42 -2.11
H 1.02 -2.10 -3.11
H 0.72 -3.58 -2.26
H 2.32 -3.26 -2.73
H 1.74 -2.39 1.09
H 2.47 -3.61 -0.07
H 0.86 -3.67 0.33
H -1.31 -1.96 -1.83
C 4.49 3.81 5.81
C 3.30 3.02 5.16
C 1.96 3.68 5.61
C 3.34 3.20 3.63
C 4.48 2.50 2.91
C 4.44 1.03 3.21
C 4.46 0.75 4.74
C 4.04 -0.78 4.86
C 5.95 0.89 5.27
N 3.41 1.57 5.43
O 3.42 1.32 6.75
H 4.48 4.82 5.40
H 4.46 3.82 6.90
H 5.51 3.48 5.63
H 1.78 4.69 5.24
H 1.05 3.16 5.30
H 1.79 3.57 6.68
H 2.38 2.77 3.33
H 3.39 4.23 3.30
H 4.27 2.62 1.85
H 5.44 2.96 3.15
H 5.34 0.68 2.70
H 3.58 0.67 2.65
H 3.12 -1.05 4.35
H 3.92 -1.34 5.79
H 4.76 -1.27 4.20
H 5.97 0.96 6.36
H 6.55 1.68 4.82
H 6.51 -0.03 5.15
H 2.48 1.38 6.89
C 2.36 -3.26 -7.30
O 3.14 -3.30 -6.07
C 4.44 -3.77 -6.09
C 4.86 -4.03 -4.59
N 4.08 -5.09 -3.95
C 4.49 -5.39 -2.57
C 3.59 -6.49 -1.96
O 2.28 -6.01 -1.66
C 1.64 -6.64 -0.62
H 1.60 -2.49 -7.28
H 1.99 -4.20 -7.70
H 3.12 -2.96 -8.02
H 5.09 -2.94 -6.38
H 4.59 -4.68 -6.67
H 4.68 -3.13 -4.00
H 5.93 -4.24 -4.66
H 3.09 -4.98 -4.13
H 4.28 -4.48 -2.00
H 5.55 -5.63 -2.60
H 4.16 -6.81 -1.08
H 3.57 -7.37 -2.60
H 1.45 -7.66 -0.97
H 0.64 -6.25 -0.41
H 2.19 -6.79 0.31
C 0.92 6.70 2.35
O 0.75 5.43 1.81
C 1.12 5.26 0.42
C -0.17 5.36 -0.46
N -0.68 6.74 -0.58
C -1.89 6.81 -1.41
C -2.29 8.38 -1.44
O -2.50 8.72 -0.08
C -3.13 9.97 0.20
H 0.41 7.47 1.77
H 1.96 6.99 2.47
H 0.42 6.68 3.31
H 1.43 4.25 0.17
H 1.85 5.98 0.04
H -0.99 4.76 -0.07
H -0.04 5.05 -1.50
H -0.83 7.09 0.35
H -2.71 6.16 -1.10
H -1.62 6.44 -2.39
H -3.14 8.67 -2.05
H -1.46 8.97 -1.84
H -2.93 10.29 1.22
H -4.18 10.08 -0.10
H -2.63 10.69 -0.45
C -3.91 7.19 2.39
O -4.12 5.96 1.78
C -3.16 4.98 2.23
C -3.39 3.70 1.40
N -4.76 3.27 1.63
C -5.12 2.04 0.93
C -6.64 1.71 1.13
O -7.36 2.90 0.99
C -8.77 2.67 0.78
H -4.00 7.20 3.48
H -4.68 7.82 1.95
H -2.90 7.52 2.14
H -3.35 4.84 3.29
H -2.15 5.36 2.06
H -2.71 2.99 1.85
H -3.28 3.75 0.32
H -5.32 3.98 1.20
H -4.46 1.22 1.21
H -4.89 2.19 -0.13
H -6.70 1.29 2.13
H -6.94 1.02 0.34
H -8.97 2.19 -0.18
H -9.23 3.65 0.84
H -9.20 2.13 1.63
C -2.76 -2.93 2.15
O -3.53 -2.36 1.07
C -4.16 -3.39 0.36
C -4.87 -2.60 -0.78
N -5.41 -3.42 -1.85
C -6.27 -4.54 -1.41
C -7.59 -4.02 -0.85
O -8.49 -3.39 -1.79
C -8.92 -4.30 -2.84
H -2.61 -2.13 2.88
H -1.71 -3.10 1.90
H -3.19 -3.86 2.50
H -4.86 -3.92 1.00
H -3.40 -4.01 -0.11
H -4.09 -1.94 -1.17
H -5.66 -1.99 -0.33
H -6.10 -2.85 -2.31
H -5.75 -5.00 -0.58
H -6.43 -5.28 -2.19
H -7.33 -3.24 -0.13
H -8.11 -4.77 -0.26
H -8.19 -4.64 -3.58
H -9.78 -3.89 -3.36
H -9.46 -5.09 -2.33
C 0.29 -6.43 -4.41
O 1.40 -7.11 -4.89
H -0.37 -6.36 -5.27
H -0.16 -6.84 -3.51
H 0.53 -5.45 -3.99
H 2.18 -6.99 -4.35
C 5.32 -1.77 1.30
O 6.44 -2.00 0.54
H 4.63 -2.60 1.18
H 5.51 -1.93 2.36
H 4.91 -0.79 1.07
H 7.19 -1.70 1.06
C 1.91 2.38 -4.61
O 1.57 3.76 -4.47
H 1.29 1.90 -5.37
H 2.99 2.21 -4.68
H 1.59 1.88 -3.70
H 0.64 3.85 -4.68
C -2.37 -3.75 -3.92
O -3.67 -3.49 -4.46
H -1.65 -2.94 -4.05
H -2.43 -3.74 -2.83
H -2.02 -4.75 -4.18
H -4.24 -3.65 -3.70
C 4.78 -5.67 2.05
O 4.13 -6.86 2.38
H 4.65 -4.83 2.73
H 5.85 -5.88 1.95
H 4.44 -5.30 1.08
H 4.77 -7.32 2.93
*
```